# 1
Molecular formula: C31H58Br3F9N6O12
Method: DFT, ωB97M-V with the def2-TZVPD basis set

```
119
Properties=species:S:1:pos:R:3
C -1.8568 -0.0715 1.3160
C -0.4071 -0.2427 0.8529
O 0.1307 -1.3563 0.8543
N 0.0508 0.8580 0.3115
C 1.3180 1.1188 -0.2607
H -2.1689 0.9423 1.0652
H -2.0693 -0.2803 2.3645
H -2.5698 -0.5838 0.6700
H -0.4560 1.7001 0.5445
H 1.9929 0.8282 0.5443
H 1.5192 2.1764 -0.4313
H 1.5000 0.5198 -1.1530
C -2.6549 5.5542 1.2308
C -1.6633 4.3292 1.5008
O -1.9738 3.2090 1.1270
N -0.5646 4.5273 2.2206
C 0.2844 3.5077 2.7954
H -2.8910 5.6432 0.1704
H -2.3127 6.5309 1.5729
H -3.6127 5.2963 1.6826
H -0.2976 5.4753 2.4444
H 0.3915 3.5796 3.8777
H 1.2820 3.3949 2.3708
H -0.1347 2.5365 2.5326
C -1.8400 -3.4919 2.9498
C -2.2776 -4.0867 1.6188
O -3.3412 -4.7048 1.6633
N -1.6957 -3.7195 0.4702
C -1.9926 -4.1796 -0.8787
H -1.5141 -2.5019 2.6305
H -1.0034 -4.0555 3.3628
H -2.6187 -3.4754 3.7123
H -0.9059 -3.0961 0.5582
H -2.2564 -3.3473 -1.5312
H -2.7989 -4.9129 -0.8933
H -1.0915 -4.6501 -1.2720
C 5.9837 -3.2133 -3.5258
C 5.8129 -1.7517 -3.2384
O 6.6725 -0.9899 -3.7059
N 4.8253 -1.4089 -2.3281
C 4.6045 -0.0174 -1.9541
H 5.9663 -3.4522 -4.5892
H 5.2916 -3.8911 -3.0260
H 6.9446 -3.4457 -3.0669
H 4.2108 -2.0043 -1.7915
H 4.9263 0.0386 -0.9142
H 3.5438 0.2297 -1.9977
H 5.1760 0.7665 -2.4513
C 4.4102 4.4573 -0.3976
C 4.3863 3.8723 -1.8527
O 3.6540 2.9532 -2.2111
N 5.3594 4.3586 -2.6383
C 5.6157 3.8472 -3.9531
H 3.6366 5.2152 -0.2737
H 5.3236 4.8943 0.0060
H 4.1348 3.6988 0.3352
H 5.7293 5.2146 -2.2502
H 6.4802 4.1516 -4.5432
H 4.7804 3.8776 -4.6527
H 5.8485 2.7876 -3.8479
C -8.4544 0.4193 3.7250
C -7.7189 -0.7590 3.0666
O -8.2640 -1.6603 2.3876
N -6.4116 -0.6272 3.1208
C -5.5928 -1.5222 2.3257
H -8.4350 1.1805 2.9451
H -8.0117 0.8183 4.6376
H -9.4715 0.0547 3.8692
H -5.9895 -0.0083 3.7982
H -5.0027 -2.1721 2.9719
H -4.9255 -0.9637 1.6693
H -6.1211 -2.2745 1.7401
C 0.1771 -1.2098 -4.2719
C 0.2780 -2.1621 -3.0549
O 0.0148 -3.6284 -3.2569
C 1.0408 -4.3574 -3.7252
O 2.1200 -3.8448 -4.1373
C 0.8226 -5.9292 -3.6041
F -0.5032 -6.2939 -3.4752
F 1.3005 -6.5203 -4.6826
F 1.5471 -6.3420 -2.5434
H 0.9654 -1.4569 -4.9830
H 0.5643 -0.2489 -3.9331
H -0.6893 -1.1120 -4.9259
H -0.5252 -1.8964 -2.3677
H 1.1698 -2.0437 -2.4395
C 1.2578 0.4106 8.9688
C 1.3798 1.5329 7.8242
O 0.9840 0.9374 6.5411
C 1.7772 0.2031 5.7123
O 3.0076 0.0810 5.7703
C 1.0574 -0.3478 4.4531
F 0.7400 -1.5979 4.7195
F -0.0780 0.2183 4.1397
F 1.9231 -0.4266 3.4245
H 0.2301 0.0706 9.0959
H 1.6291 0.6020 9.9756
H 1.7957 -0.4386 8.5474
H 2.4326 1.7991 7.7299
H 0.7068 2.3739 7.9916
C -4.5537 0.9982 -6.7595
C -3.3186 1.7719 -6.3107
O -3.1554 1.5658 -4.8384
C -2.1205 2.1267 -4.1892
O -1.4314 2.9931 -4.7498
C -1.9123 1.7172 -2.7114
F -1.9752 2.7397 -1.9386
F -2.8350 0.8822 -2.3778
F -0.6993 1.2404 -2.6666
H -5.1038 1.5142 -7.5465
H -5.2192 1.0876 -5.9009
H -4.3872 -0.0225 -7.1040
H -3.4218 2.8406 -6.4987
H -2.4399 1.4384 -6.8627
C 3.2627 -3.3603 1.4649
Br 4.1288 -4.3744 2.9097
Br 3.3523 -4.3701 -0.2372
Br 4.0576 -1.5999 1.0720
H 2.2272 -3.2064 1.7687
```

Output
multiplicity	1
E	-301183.1381	eV
highest occupied orbital energy	-8.71	eV
Kohn-Sham gap	0.3163	hartree

# 2
Molecular formula: C7H8N2O2S
Method: DFT, ωB97M-V with the def2-TZVPD basis set

```
20
Properties=species:S:1:pos:R:3
C 2.3875 0.0765 -1.2084
C 2.3084 -1.1001 -0.5706
C 1.6258 1.1241 -0.5944
C 1.4357 -1.4601 0.5387
C 0.7096 0.9030 0.3703
C 0.4732 -0.4287 0.7712
C -2.1450 0.3051 -0.1204
N -0.5972 -0.7457 1.4607
N -1.7555 1.2969 -0.6456
O -4.6597 1.2303 0.2392
O -4.5776 -1.0309 -0.5952
S -4.1637 -0.1322 0.4968
H 3.1604 0.1698 -1.9881
H 2.9510 -1.8789 -1.0600
H 1.7472 2.1882 -0.9077
H 1.9111 -1.6094 1.4713
H 0.4489 1.6326 1.0061
H -1.1374 0.0091 1.8011
H 0.9181 -2.4145 0.4973
H -1.0410 1.8648 -0.9624
```

Output
multiplicity	1
E	-25294.0135	eV
highest occupied orbital energy (alpha / beta)	-9.14 / -9.14	eV
Kohn-Sham gap (alpha / beta)	0.3061 / 0.3061	hartree
energy above the lowest of the compared OMol25 structures with the same formula, charge and spin	133.0	kcal/mol
SMILES string	[H]/N=C1\C=CC=CC1.N=C=S(=O)=O

# 3
Molecular formula: C7H11O4
Method: DFT, ωB97M-V with the def2-TZVPD basis set

```
22
Properties=species:S:1:pos:R:3
C 0.9910 1.4864 0.1939
C 0.0314 0.1998 -1.3150
C -0.9316 0.8938 -0.6548
C -1.0515 -0.9969 0.9461
C 1.9679 1.9746 1.1157
C -2.2813 -0.7204 1.6731
C 0.9147 -1.7314 -2.3597
O 1.1910 0.6106 -0.8199
O -0.2904 1.7668 0.1587
O 0.0825 -0.6922 1.2803
O -0.0476 -0.6504 -2.2870
H -1.9579 0.9733 -0.7777
H -1.1682 -1.5408 -0.0180
H 2.8069 2.6208 0.6928
H 2.4412 1.1898 1.7541
H 1.4460 2.6410 1.8853
H -3.2269 -0.8837 1.0359
H -2.1564 0.3115 2.0190
H -2.1783 -1.4592 2.5429
H 1.0405 -2.0311 -1.2487
H 1.9104 -1.3952 -2.8561
H 0.4663 -2.5671 -2.9609
```

Output
multiplicity	1
E	-15617.4746	eV
charge	+1
highest occupied orbital energy (alpha / beta)	-13.77 / -13.77	eV
Kohn-Sham gap (alpha / beta)	0.3514 / 0.3514	hartree
energy above the lowest of the compared OMol25 structures with the same formula, charge and spin	34.3	kcal/mol

# 4
Molecular formula: C4H7ClO
Method: DFT, ωB97M-V with the def2-TZVPD basis set

```
13
Properties=species:S:1:pos:R:3
C 0.7472 1.3952 0.0466
C 0.1111 -0.0778 -0.1276
C -0.3011 -0.9607 0.9352
C -1.0235 -0.7842 -0.3210
H 1.6891 1.2559 0.6185
H 0.6700 2.0412 -0.8988
H 0.1415 1.8904 0.6719
H 1.1301 -0.3792 -1.5580
H 0.0285 -1.9275 1.0375
H -0.5900 -0.4431 1.8551
H -1.0009 -1.3241 -1.2394
O 1.0240 -0.8437 -0.7646
Cl -2.6261 0.1576 -0.2554
```

Output
multiplicity	1
E	-18828.2138	eV
highest occupied orbital energy	-10.02	eV
Kohn-Sham gap	0.3994	hartree
energy above the lowest of the compared OMol25 structures with the same formula, charge and spin	76.4	kcal/mol
SMILES string	C[C@@]1(O)C[C@H]1Cl

# 5
Molecular formula: C27H33Cl6N4O10PS2W
Method: DFT, ωB97M-V with the def2-TZVPD basis set

```
84
Properties=species:S:1:pos:R:3
W -0.4416 -0.7079 0.6525
C -2.3236 -1.5483 -4.6799
C -2.9265 -0.2772 -4.2003
N -3.5986 0.5539 -4.9391
N -3.9706 1.5350 -4.0584
C -3.5776 1.3308 -2.7828
S -3.9179 2.2758 -1.4528
N -2.8777 0.1639 -2.8931
N -2.2193 -0.5128 -1.8396
H -2.2626 -1.5050 -5.7649
H -2.9503 -2.3931 -4.3873
H -1.3329 -1.7404 -4.2637
H -4.5876 2.2768 -4.3338
H -1.6965 -1.2586 -2.2977
H -2.9478 -0.9764 -1.2689
Cl -2.1997 1.2932 7.0376
C -2.0938 1.1855 5.3078
C -2.9683 1.8930 4.5003
Cl -4.1914 2.9013 5.2163
C -2.8763 1.7958 3.0988
Cl -3.9352 2.6912 2.0700
C -1.9338 0.9676 2.5245
O -1.7150 0.8192 1.2326
C -1.0342 0.2639 3.3478
O -0.1083 -0.4196 2.7117
C -1.1078 0.3776 4.7235
Cl 0.0530 -0.4904 5.6752
C 0.8025 -4.3632 2.3455
O 0.1132 -3.1830 1.9386
C 0.9162 -2.1827 1.4914
O 2.1195 -2.2364 1.5736
H 0.0370 -5.0293 2.7392
H 1.5456 -4.1421 3.1132
H 1.2945 -4.8187 1.4850
O 0.4245 -2.5668 -2.9713
S -0.0950 -3.2722 -1.7956
O 0.8562 -4.1787 -1.1899
O -0.2904 -2.0970 -0.7235
O -1.4304 -3.7910 -2.0040
Cl -3.8161 -2.0211 3.7439
C -4.2732 -2.5590 2.1168
Cl -4.2362 -4.3476 2.0144
C -3.3993 -1.9708 0.9886
O -3.9879 -1.7574 -0.0678
O -2.1960 -1.7753 1.2983
H -5.3002 -2.2581 1.9524
C 2.6303 1.2929 2.3818
C 1.9354 2.0726 1.2466
C 0.6807 2.7151 1.8514
C 2.8119 3.2491 0.7795
P 1.4345 0.8128 -0.0530
C 3.0029 -0.0558 -0.5153
C 4.2945 0.4433 -0.3302
C 5.4076 -0.2744 -0.7458
C 5.2545 -1.5122 -1.3578
C 3.9811 -2.0224 -1.5444
C 2.8757 -1.3000 -1.1198
C 1.0047 1.7015 -1.6558
C 0.8625 0.6166 -2.7356
C 2.0716 2.6773 -2.1545
C -0.3344 2.4379 -1.4817
H 2.7073 1.9584 3.2483
H 3.6311 0.9613 2.1147
H 2.0556 0.4177 2.6863
H 1.0078 3.5082 2.5327
H 0.1064 2.0077 2.4307
H 0.0229 3.1587 1.1041
H 3.3054 3.6574 1.6676
H 2.1939 4.0443 0.3594
H 3.5768 3.0156 0.0471
H 4.4636 1.3869 0.1590
H 6.3968 0.1356 -0.5772
H 6.1251 -2.0766 -1.6720
H 3.8175 -2.9922 -1.9962
H 1.9017 -1.7319 -1.2705
H 1.8356 0.2618 -3.0758
H 0.3405 1.0564 -3.5924
H 0.3075 -0.2583 -2.4156
H 3.0730 2.2416 -2.1298
H 2.0772 3.6154 -1.6042
H 1.8442 2.9101 -3.2004
H -1.0939 1.8678 -0.9443
H -0.7501 2.6681 -2.4668
H -0.2016 3.3866 -0.9550
```

Output
<S²>	2.0123
multiplicity	3
E	-162895.1979	eV
charge	-2
highest occupied orbital energy (alpha / beta)	-1.91 / -2.99	eV
Kohn-Sham gap (alpha / beta)	0.2206 / 0.2603	hartree
energy above the lowest of the compared OMol25 structures with the same formula, charge and spin	7.7	kcal/mol

- What is the formula in the fifth record?
  C27H33Cl6N4O10PS2W

- What is the multiplicity in the first record?
  1

Copy entry 3 word for word.
Molecular formula: C7H11O4
Method: DFT, ωB97M-V with the def2-TZVPD basis set

```
22
Properties=species:S:1:pos:R:3
C 0.9910 1.4864 0.1939
C 0.0314 0.1998 -1.3150
C -0.9316 0.8938 -0.6548
C -1.0515 -0.9969 0.9461
C 1.9679 1.9746 1.1157
C -2.2813 -0.7204 1.6731
C 0.9147 -1.7314 -2.3597
O 1.1910 0.6106 -0.8199
O -0.2904 1.7668 0.1587
O 0.0825 -0.6922 1.2803
O -0.0476 -0.6504 -2.2870
H -1.9579 0.9733 -0.7777
H -1.1682 -1.5408 -0.0180
H 2.8069 2.6208 0.6928
H 2.4412 1.1898 1.7541
H 1.4460 2.6410 1.8853
H -3.2269 -0.8837 1.0359
H -2.1564 0.3115 2.0190
H -2.1783 -1.4592 2.5429
H 1.0405 -2.0311 -1.2487
H 1.9104 -1.3952 -2.8561
H 0.4663 -2.5671 -2.9609
```

Output
multiplicity	1
E	-15617.4746	eV
charge	+1
highest occupied orbital energy (alpha / beta)	-13.77 / -13.77	eV
Kohn-Sham gap (alpha / beta)	0.3514 / 0.3514	hartree
energy above the lowest of the compared OMol25 structures with the same formula, charge and spin	34.3	kcal/mol

- Number 4 is which compound?
  C4H7ClO